{
  "formula": "C30H41Cl2F17I2NO6",
  "method": "the ωB97M-V functional and the def2-TZVPD basis",
  "total_charge": 1,
  "mol_weight_g_mol": 1159.339,
  "e_homo_ev": -10.342,
  "gap_ev": 5.80,
  "lumo_ev": -4.5,
  "largest_force_ha_per_bohr": 0.1392,
  "species": ["C", "C", "F", "H", "H", "C", "H", "H", "H", "O", "F", "H", "H", "C", "C", "F", "H", "C", "F", "C", "H", "N", "H", "H", "C", "Cl", "F", "F", "F", "H", "F", "I", "C", "H", "H", "H", "H", "C", "C", "H", "C", "H", "H", "H", "Cl", "H", "H", "C", "O", "O", "C", "F", "F", "H", "C", "C", "H", "H", "H", "H", "O", "C", "H", "F", "F", "H", "C", "C", "H", "H", "C", "C", "F", "H", "C", "H", "H", "I", "F", "O", "H", "C", "C", "H", "C", "H", "F", "H", "C", "F", "C", "C", "O", "F", "H", "C", "H", "C", "H"],
  "coordinates": [[2.18439, 0.50540, 4.56385], [5.11958, 1.95859, 5.30006], [-2.78722, 5.07638, 3.43617], [2.19126, -0.33716, -4.04817], [-5.69956, -1.82019, 0.73029], [5.18480, 1.45822, 2.02326], [4.11364, 0.27045, -7.57356], [-6.83847, -2.79261, -0.21122], [3.19983, -5.21598, -5.32724], [-6.57203, -0.88062, -3.74376], [-3.35098, -1.07467, 5.32468], [-5.40473, 0.23272, 0.39533], [0.77424, -2.14160, -4.83042], [3.82088, -0.67118, -8.05405], [-2.77873, 3.61473, 3.82090], [-1.90471, -2.02380, 2.40676], [1.79130, -2.70503, -3.49320], [-6.92787, 0.06124, -4.74520], [-1.59614, 3.03792, 3.11821], [3.25847, 0.30561, 3.29380], [2.77139, -4.56162, -3.74228], [3.97677, 1.55832, 2.89564], [4.22402, 3.03478, 7.19788], [2.75011, -0.61562, -8.26984], [-5.24213, -1.37914, -3.87126], [6.86743, 0.65275, -0.31891], [0.62448, -1.68926, 2.33164], [-4.41687, 3.21602, 1.84196], [-2.92161, 0.69158, 1.94762], [1.80909, 2.26762, 2.41949], [-2.61440, 3.62998, 5.32302], [3.10355, 4.27077, 4.60271], [-1.45561, -1.38068, 3.69906], [-4.97734, -1.88466, -1.75952], [-3.51194, -1.79455, -2.69122], [2.62800, -0.71237, -5.68892], [4.53025, -3.10782, -4.87359], [-6.08136, 0.37000, -0.46621], [-2.52999, -0.31072, 4.31245], [3.94538, -0.64839, 3.44163], [5.18917, -1.67881, -6.38278], [-7.68671, 0.72804, -4.32339], [4.36605, -0.79896, -8.99647], [2.75428, 0.45101, 5.61128], [6.81555, 2.36319, 2.37589], [-5.91784, 1.03674, -2.53566], [5.59392, -0.65182, -6.40235], [1.08402, -0.74698, 4.61440], [-4.17379, 0.00930, -2.06526], [4.04106, -1.79582, -7.21142], [-4.56905, 1.50178, 3.83875], [-4.68491, 1.54341, 5.31370], [-1.85875, 0.80694, 5.01523], [-6.81617, 1.13851, -0.20826], [5.28401, 2.91140, 6.66506], [4.01505, -0.10376, 0.07816], [1.49849, -5.23374, -4.81542], [2.52897, 0.01667, 2.39311], [-4.82854, 1.80724, -1.42432], [2.80182, 3.23961, -0.03865], [4.00730, -1.20811, -4.21310], [2.65544, -1.10786, -4.67464], [5.77202, 3.94719, 6.39193], [0.47916, -0.69446, 5.96356], [1.86420, -2.03459, 4.55481], [5.96056, 2.33529, 7.44035], [4.88279, -2.08058, -4.93568], [-3.59953, 0.31899, 3.24567], [-6.07734, 0.67930, -5.05236], [-7.46750, -1.66851, 1.01907], [-5.27397, 0.84101, -1.68098], [2.94019, 2.39424, 2.11175], [-4.53144, -0.80922, 2.86609], [3.98172, 4.28983, 1.23165], [3.26506, 3.38212, 1.05251], [5.82740, -2.06273, -4.38317], [4.27402, -0.54491, -0.99780], [6.29203, 0.11791, 5.26264], [-0.07803, 0.55978, 2.68987], [-6.80344, -0.82045, -0.74886], [-4.67935, -0.85412, -4.64762], [5.28259, 0.69607, 0.71309], [-4.22345, 3.01801, 3.32747], [-7.35364, -0.45583, -5.60572], [0.03279, -0.75673, 3.36385], [3.81924, -1.06016, 0.76347], [-5.26906, 3.91126, 3.95501], [5.94780, -2.35596, -6.78654], [4.19625, 2.36680, 4.18349], [-1.40546, -2.53474, 4.67428], [2.42902, -4.66648, -4.77743], [-4.48177, -1.30677, -2.53823], [2.25413, -3.40922, -5.41408], [-5.96228, 1.20847, 3.33090], [2.99990, 0.49108, 0.05788], [1.80399, -2.37922, -4.53666], [-5.32642, -2.43211, -4.16672], [-6.69058, -1.81678, 0.26006], [1.56184, 1.49273, 4.48067]],
  "lowdin_charge": [-0.0344, -0.6710, 0.0309, 0.1214, 0.0716, -0.5182, 0.0855, 0.0907, 0.0911, -0.2023, 0.0453, 0.1022, 0.1261, -0.1049, -0.1180, 0.0368, 0.1155, -0.1088, 0.0280, -0.1486, 0.0844, -0.2575, 0.0825, 0.0891, -0.1826, 0.5609, 0.0182, 0.0424, 0.0322, 0.1325, 0.0406, 0.9758, -0.0602, 0.1047, 0.1236, 0.1061, 0.1036, -0.1851, -0.0884, 0.1346, -0.1869, 0.0897, 0.0899, 0.1501, 0.5455, 0.1047, 0.1241, -0.1790, -0.1298, -0.2046, -0.0928, 0.0648, 0.0409, 0.1278, -0.1988, -0.1090, 0.0870, 0.1271, 0.1228, 0.1244, -0.1430, -0.1708, 0.0923, 0.0268, 0.0034, 0.0772, -0.1702, -0.0635, 0.0862, 0.0911, -0.1659, -0.2231, 0.0269, 0.0985, 0.0564, 0.1243, 0.1030, 0.8998, 0.0239, -0.1967, 0.1190, -0.4952, -0.0756, 0.0865, -0.0948, 0.1037, 0.0412, 0.1263, -0.6251, 0.0420, -0.1080, -0.1696, -0.2000, 0.0383, 0.0909, -0.1841, 0.1256, -0.0999, 0.1082]
}



{
  "formula": "C6H12N3O4S",
  "method": "the ωB97M-V functional and the def2-TZVPD basis",
  "total_charge": 1,
  "mol_weight_g_mol": 222.246,
  "smiles": "C[NH2+][C@@H](OS(=O)(=O)[O-])n1cc[n+](C)c1",
  "e_homo_ev": -13.956,
  "gap_ev": 10.78,
  "lumo_ev": -3.2,
  "relative_energy_kcal_mol": 0.0,
  "largest_force_ha_per_bohr": 0.0804,
  "species": ["S", "H", "C", "H", "N", "H", "O", "O", "O", "H", "C", "H", "H", "C", "N", "O", "N", "H", "H", "H", "C", "H", "C", "H", "C", "H"],
  "coordinates": [[2.87993, -0.08643, 0.01178], [0.62713, -0.88696, 1.28540], [-0.60886, -3.53862, 0.95655], [1.12460, 1.13804, 1.01841], [-0.48239, -2.36042, 0.11139], [0.10773, 1.44227, -1.96707], [2.27148, 0.41430, 1.23269], [1.88940, 0.89853, -1.18605], [4.14088, 0.33128, -0.43032], [0.95253, 3.55993, 1.33482], [-0.74087, -1.13051, -1.70414], [0.09654, 3.90322, -0.06591], [-1.62912, -3.84863, 0.82752], [-0.92632, -2.37307, -1.20593], [-0.00008, -0.38708, -0.79932], [2.41979, -1.37694, -0.35094], [0.36315, 1.79590, 0.47229], [-0.45360, -3.36272, 1.96675], [-0.64631, 1.80515, 0.52306], [-1.51499, -3.08909, -1.61117], [0.83875, 3.22071, 0.29289], [-0.92184, -0.80568, -2.64083], [0.61682, 0.95403, -1.07425], [-0.07734, -4.43776, 0.70222], [0.04246, -1.16634, 0.32783], [1.68145, 3.16409, -0.27412]],
  "lowdin_charge": [0.5681, 0.1869, 0.0423, 0.0683, -0.0427, 0.2016, -0.2724, -0.1150, -0.1731, 0.1145, 0.0216, 0.0931, 0.1034, 0.0286, 0.0290, -0.2330, 0.0475, 0.0849, 0.1406, 0.1125, -0.0006, 0.1085, -0.2499, 0.1125, -0.0370, 0.0599]
}